# 1
{"formula": "C24H24N2O5S", "method": "wB97M-V/def2-TZVPD", "homo_energy_ev": -8.3439, "spin_multiplicity": 1, "largest_force_ev_per_a": 1.23, "homo_lumo_gap_ev": 8.30, "de_lowest_kj_mol": 33.1, "species": ["S", "O", "O", "O", "O", "O", "N", "N", "C", "C", "C", "C", "C", "C", "C", "C", "C", "C", "C", "C", "C", "C", "C", "C", "C", "C", "C", "C", "C", "C", "C", "C", "H", "H", "H", "H", "H", "H", "H", "H", "H", "H", "H", "H", "H", "H", "H", "H", "H", "H", "H", "H", "H", "H", "H", "H"], "coordinates": [[-1.74607, 1.18516, 2.33477], [-1.73635, 2.61469, 2.24269], [3.36192, 0.94162, -1.40494], [-3.28515, 1.12262, -3.70283], [-1.37728, -1.73254, -2.04688], [-2.33236, 0.57210, 3.49057], [-1.14527, 0.73272, -3.16963], [-0.18257, 0.65858, 2.21430], [-2.17817, 0.88087, -0.37449], [-2.47639, 0.76389, -2.87387], [3.26533, -1.05293, -0.27735], [2.12845, 1.50404, 2.26766], [5.30529, 0.27131, -0.06905], [5.79831, -0.71465, 0.76707], [0.79000, 1.47904, 1.53624], [1.10638, 0.90702, -2.36378], [0.20680, -1.28076, 3.66387], [3.78075, -2.02970, 0.56570], [-3.69130, -0.30230, 1.08003], [-3.99207, -0.40383, -1.29503], [-2.60000, 0.52362, 0.89090], [-0.19991, -1.08235, -1.82529], [0.84761, -1.60141, -1.08507], [-2.86606, 0.39374, -1.48153], [-1.59475, -2.96901, -1.41408], [5.04854, -1.84585, 1.08075], [-0.01858, -0.77796, 2.24221], [2.02244, -0.86571, -0.97351], [4.03441, 0.08886, -0.58289], [-4.39708, -0.76116, -0.02175], [-0.08088, 0.19182, -2.43556], [2.14851, 0.37160, -1.62954], [-4.53431, -0.74067, -2.16533], [5.87980, 1.14992, -0.31312], [6.78603, -0.60367, 1.18746], [0.82166, -1.04870, 1.59811], [-0.63065, -0.97305, 4.28302], [-0.91161, 1.14375, -4.06556], [-5.26431, -1.38911, 0.11547], [0.77610, -2.56523, -0.60923], [-3.97559, -0.55469, 2.08952], [-0.92731, -1.23844, 1.83290], [0.28321, -2.36551, 3.67241], [5.46920, -2.59020, 1.73967], [0.93723, 1.13352, 0.50334], [1.98396, 1.83581, 3.29164], [-0.87340, -3.72291, -1.74481], [-2.59629, -3.27467, -1.71086], [2.80466, 2.19080, 1.76507], [2.58623, 0.51734, 2.27753], [1.11939, -0.85695, 4.07302], [1.20151, 1.86371, -2.85137], [-1.55471, -2.87352, -0.32410], [-1.34062, 1.55192, -0.48346], [3.20065, -2.90637, 0.81053], [0.36165, 2.48211, 1.51810]], "forces_ev_per_a": [[0.26, 0.03, -0.07], [0.09, 0.01, -0.26], [0.21, 0.45, -0.14], [-0.17, -0.05, -0.03], [0.44, 0.28, -0.25], [-0.04, -0.31, -0.19], [0.35, 0.22, -0.53], [-1.15, 0.41, 0.14], [-0.07, 0.04, -0.32], [-0.12, 0.05, 0.08], [0.44, 0.41, -0.03], [-0.31, -0.06, -0.13], [-0.15, 0.22, -0.21], [-0.01, 0.03, -0.01], [0.36, 0.51, -0.26], [0.14, -0.04, 0.13], [-0.05, -0.02, -0.24], [-0.05, 0.13, -0.09], [0.03, -0.03, 0.17], [0.06, 0.10, 0.00], [0.13, 0.15, 0.66], [-0.05, -0.06, -0.12], [-0.05, 0.08, -0.06], [-0.24, 0.20, 0.41], [-0.05, -0.21, 0.11], [0.05, -0.14, 0.12], [-0.04, -0.53, 0.45], [-0.12, 0.63, -0.48], [-0.03, -0.86, 0.50], [0.03, 0.03, -0.11], [0.24, -0.27, 0.29], [-0.61, -1.01, 0.16], [-0.06, -0.03, -0.09], [0.09, 0.11, -0.02], [0.09, 0.02, 0.03], [-0.10, 0.08, -0.04], [-0.01, -0.05, 0.10], [-0.16, -0.08, 0.10], [-0.07, -0.05, 0.01], [-0.09, -0.13, 0.05], [-0.09, -0.06, 0.08], [0.19, -0.15, -0.09], [0.03, -0.15, 0.06], [0.04, -0.06, 0.06], [-0.06, 0.06, 0.09], [0.02, 0.05, 0.14], [-0.01, 0.03, 0.02], [0.06, -0.04, 0.06], [0.12, 0.04, -0.06], [0.12, -0.11, 0.02], [0.12, 0.03, 0.07], [-0.05, 0.17, -0.03], [0.01, 0.01, -0.02], [0.13, 0.08, -0.11], [-0.04, -0.12, 0.05], [0.21, -0.02, -0.16]]}

***

# 2
{"formula": "C24H24N4O5S", "method": "wB97M-V/def2-TZVPD", "homo_energy_ev": -7.4087, "spin_multiplicity": 1, "largest_force_ev_per_a": 1.23, "homo_lumo_gap_ev": 7.91, "de_lowest_kj_mol": 407.4, "species": ["S", "O", "O", "O", "O", "O", "N", "N", "N", "N", "C", "C", "C", "C", "C", "C", "C", "C", "C", "C", "C", "C", "C", "C", "C", "C", "C", "C", "C", "C", "C", "C", "C", "C", "H", "H", "H", "H", "H", "H", "H", "H", "H", "H", "H", "H", "H", "H", "H", "H", "H", "H", "H", "H", "H", "H", "H", "H"], "coordinates": [[0.95901, -2.63171, -0.81052], [2.73312, 4.73254, -0.96593], [4.05845, -1.63605, -2.27432], [-1.42732, -4.56570, 1.02996], [-3.45676, -0.30959, 1.60335], [5.32564, 4.74020, -1.05887], [-0.99853, 0.66587, -0.63181], [-0.86426, -1.16054, 0.56875], [2.52874, 0.05338, -2.04751], [-0.11011, -0.14794, -1.22506], [2.91960, -1.22386, -2.22843], [-2.30271, -5.36480, 0.39996], [6.72788, 4.80622, -1.10424], [2.62961, 2.36671, -1.51437], [-5.42322, -0.99929, 2.65712], [-4.67723, 1.25834, 3.02780], [-2.44861, 0.64882, 1.36945], [-1.10311, -2.19667, 1.54255], [-3.33968, -4.64181, -0.10159], [-4.49903, 0.01939, 2.42760], [4.69802, 1.18623, -1.86081], [-6.51296, -0.77463, 3.47226], [5.39222, 2.36284, -1.61271], [-1.45551, 0.06702, 0.42857], [1.72682, -2.17043, -2.39989], [3.31580, 3.53875, -1.26639], [1.32938, 4.79398, -0.92590], [4.72897, 3.54005, -1.31628], [-3.08054, -3.29495, 0.25083], [-6.69534, 0.46271, 4.07069], [-1.90468, -3.30788, 0.94168], [3.31614, 1.18540, -1.81138], [-5.77686, 1.47002, 3.84493], [-0.03322, -1.24432, -0.51048], [-3.67847, -2.43489, 0.02928], [-7.22332, -1.56944, 3.64286], [1.55158, 2.33821, -1.47998], [1.08880, 5.82612, -0.67572], [0.91574, 4.12925, -0.15988], [-7.54814, 0.63795, 4.70812], [6.46894, 2.34015, -1.65708], [-5.90907, 2.43723, 4.30660], [7.18843, 4.14895, -0.35865], [-1.95107, 0.92280, 2.31438], [2.08019, -3.11291, -2.81706], [6.98043, 5.84058, -0.87566], [1.52002, 0.21632, -1.96885], [-4.18039, -5.01218, -0.65084], [-2.85083, 1.55690, 0.90389], [-0.14197, -2.59998, 1.87713], [-1.63218, -1.75077, 2.38827], [-3.97681, 2.06303, 2.86757], [7.11290, 4.55149, -2.09759], [0.88606, 4.54309, -1.89512], [0.94568, -1.73839, -3.02306], [-5.26268, -1.95631, 2.18568], [5.23180, 0.27943, -2.08707], [-2.08128, -6.41299, 0.37797]], "forces_ev_per_a": [[0.20, -0.36, -0.06], [0.38, -0.17, -0.05], [0.30, -0.14, 0.00], [0.44, 0.07, 0.31], [-0.13, -0.16, -0.06], [-0.36, -0.08, -0.01], [-0.89, 0.74, 0.43], [0.35, 0.51, -0.55], [-0.27, 0.23, -0.08], [0.40, -0.71, -0.19], [-0.43, -0.12, -0.12], [-0.74, -0.18, -0.45], [0.18, -0.01, -0.01], [0.00, 0.15, 0.04], [0.17, 0.05, -0.11], [0.31, 0.00, -0.22], [0.18, 0.36, 0.16], [-0.08, -0.58, 0.24], [0.37, -0.39, 0.14], [-0.19, -0.08, 0.17], [-0.17, -0.27, -0.05], [0.05, -0.02, -0.04], [-0.06, 0.44, 0.10], [-0.09, -0.01, 0.01], [-0.05, 0.06, 0.28], [0.16, 0.09, 0.02], [-0.22, -0.01, 0.01], [-0.03, 0.07, 0.02], [0.52, 0.11, 0.37], [-0.07, 0.12, 0.09], [-0.67, 0.51, -0.24], [0.55, 0.10, 0.03], [-0.12, -0.05, 0.07], [-0.08, 0.13, -0.01], [-0.07, 0.23, -0.03], [-0.05, -0.07, 0.01], [-0.15, 0.07, 0.02], [-0.04, -0.08, -0.02], [0.02, 0.01, -0.04], [-0.07, 0.02, 0.06], [0.11, 0.06, 0.01], [-0.01, 0.07, 0.03], [-0.01, 0.01, -0.04], [-0.17, -0.01, -0.09], [-0.01, 0.12, 0.02], [0.04, -0.08, -0.02], [0.23, -0.21, -0.07], [-0.14, -0.16, -0.11], [0.10, -0.11, 0.08], [-0.11, 0.11, 0.08], [0.18, -0.07, -0.08], [0.08, 0.05, -0.03], [-0.01, -0.01, 0.04], [0.01, -0.01, 0.04], [0.02, -0.05, -0.08], [0.02, -0.13, -0.06], [0.01, -0.04, -0.01], [0.13, -0.12, 0.05]]}

***

# 3
{"formula": "C24H24N4O7S2", "method": "wB97M-V/def2-TZVPD", "homo_energy_ev": -8.0606, "spin_multiplicity": 1, "largest_force_ev_per_a": 1.08, "homo_lumo_gap_ev": 7.21, "de_lowest_kj_mol": 0.0, "species": ["S", "S", "O", "O", "O", "O", "O", "O", "O", "N", "N", "N", "N", "C", "C", "C", "C", "C", "C", "C", "C", "C", "C", "C", "C", "C", "C", "C", "C", "C", "C", "C", "C", "C", "C", "C", "C", "H", "H", "H", "H", "H", "H", "H", "H", "H", "H", "H", "H", "H", "H", "H", "H", "H", "H", "H", "H", "H", "H", "H", "H"], "coordinates": [[5.30093, -1.67390, -0.66166], [5.95125, 1.29516, 0.00453], [-2.35079, 1.20115, 2.23370], [-4.52824, -1.60800, -0.83574], [5.61184, 2.18886, 1.06606], [-4.40889, 0.66597, 0.40599], [7.30541, 0.86117, -0.14247], [-2.34175, 1.34911, -1.50269], [1.64805, -4.93821, 0.15774], [3.18650, -1.32662, 0.72732], [1.51978, -0.76476, 2.26102], [3.84373, -0.17138, 0.83325], [3.31688, -3.47067, -0.22469], [-4.66748, -2.82121, -1.53424], [-3.42109, -1.42561, -0.07142], [4.93381, -0.17916, 0.17667], [1.91911, -1.52792, 1.34159], [2.06080, -3.80948, 0.26416], [-3.45837, 2.17336, -1.26551], [-2.29464, 0.05892, 1.48620], [-1.30478, 1.45836, 3.14498], [-0.09698, 0.73268, -1.33394], [-2.37798, -2.32448, 0.04065], [-0.11634, -2.88913, 0.68864], [1.17949, 0.93952, -0.84642], [-3.36569, -0.18847, 0.60770], [3.77723, -2.30469, -0.03174], [5.34738, 1.95162, -1.56618], [-1.11546, 1.63290, -0.97604], [-0.40686, -0.40555, -2.25484], [1.22563, -2.69701, 0.83011], [-1.24367, -0.83722, 1.56067], [-4.08546, 2.01467, 0.13340], [-1.23964, -2.00697, 0.80126], [0.46667, 2.88773, 0.33006], [-0.82007, 2.71330, -0.15708], [1.47218, 2.00203, -0.00513], [-0.51602, -0.03940, -3.27572], [1.96007, 0.25257, -1.14433], [2.47053, 2.13251, 0.38720], [-5.03826, 2.54876, 0.14941], [-4.67404, -3.67903, -0.85455], [-5.62863, -2.75705, -2.04146], [0.67803, 3.72793, 0.97451], [-1.34678, -0.86979, -1.96889], [2.15152, 0.00042, 2.47874], [4.28523, 2.13879, -1.47009], [-4.18541, 1.84374, -2.01324], [-0.40511, -0.65310, 2.20721], [5.87927, 2.87594, -1.75674], [-1.22035, 0.66263, 3.88905], [-3.87499, -2.95240, -2.27867], [5.56164, 1.22602, -2.34023], [-2.38956, -3.24892, -0.51372], [0.38446, -1.15117, -2.23305], [-1.58230, 3.42729, 0.11278], [-0.35561, -3.86296, 0.26909], [-0.34913, 1.58116, 2.62840], [-1.57766, 2.39004, 3.63855], [-3.22027, 3.23088, -1.43714], [-3.42913, 2.41906, 0.90699]], "forces_ev_per_a": [[-0.17, 0.02, 0.16], [-0.24, 0.44, -0.17], [-0.36, -0.25, -0.27], [0.07, 0.29, 0.16], [-0.34, 0.05, -0.05], [0.11, -0.40, 0.25], [0.07, -0.34, -0.32], [0.38, -0.11, -0.04], [-0.02, -0.05, 0.05], [0.30, -0.28, -0.36], [-0.13, 0.02, 0.35], [0.05, 1.01, 0.38], [0.80, -0.27, -0.54], [0.00, -0.19, -0.11], [0.00, 0.29, 0.17], [0.18, -0.27, -0.30], [0.10, 0.53, 0.46], [-0.28, 0.02, 0.13], [-0.59, 0.15, 0.30], [-0.39, -0.07, -0.12], [0.17, 0.03, 0.12], [-0.15, 0.01, -0.07], [0.06, -0.04, -0.02], [0.67, -0.05, -0.09], [-0.12, 0.07, -0.02], [0.13, -0.20, 0.08], [-0.16, -0.28, -0.03], [0.22, -0.37, 0.71], [0.29, 0.00, -0.04], [-0.08, 0.05, 0.01], [-0.49, -0.63, -0.25], [-0.03, 0.00, 0.03], [0.45, 0.42, -0.41], [-0.66, 0.48, 0.29], [0.15, 0.02, -0.01], [-0.33, 0.01, -0.10], [0.07, 0.13, 0.08], [-0.04, -0.05, -0.11], [0.08, -0.12, -0.03], [0.07, 0.02, 0.05], [0.12, 0.02, -0.04], [0.02, 0.02, -0.02], [0.07, -0.05, 0.01], [0.01, 0.09, 0.06], [-0.02, -0.10, -0.06], [0.21, -0.02, -0.21], [-0.20, 0.02, 0.03], [0.07, 0.13, 0.09], [-0.11, 0.09, 0.03], [0.16, 0.13, 0.08], [0.01, 0.00, -0.01], [-0.01, 0.00, 0.04], [0.02, -0.14, -0.14], [-0.04, -0.10, -0.09], [0.06, -0.06, -0.01], [-0.11, 0.03, 0.04], [0.08, 0.02, -0.02], [-0.02, -0.03, 0.02], [0.07, -0.06, 0.00], [-0.02, -0.06, -0.01], [-0.18, -0.03, -0.12]]}

***

# 4
{"formula": "C24H24NO2", "method": "wB97M-V/def2-TZVPD", "homo_energy_ev": -9.9420, "spin_multiplicity": 1, "largest_force_ev_per_a": 1.65, "charge": 1, "homo_lumo_gap_ev": 4.94, "de_lowest_kj_mol": 35.4, "species": ["O", "O", "N", "C", "C", "C", "C", "C", "C", "C", "C", "C", "C", "C", "C", "C", "C", "C", "C", "C", "C", "C", "C", "C", "C", "C", "C", "H", "H", "H", "H", "H", "H", "H", "H", "H", "H", "H", "H", "H", "H", "H", "H", "H", "H", "H", "H", "H", "H", "H", "H"], "coordinates": [[-3.46117, -2.16514, -4.64768], [1.89302, -5.06143, 3.58883], [-1.68855, 1.31813, 3.61527], [-2.57145, -2.63477, -5.68833], [-3.69447, 0.12089, 4.36040], [1.02769, -4.22367, 1.46328], [-2.65199, -2.76453, -0.58882], [-1.90192, -3.47194, -1.58155], [-3.19717, -2.44693, -3.34837], [0.13799, 2.48497, 2.34789], [-3.81582, -2.06527, -1.04427], [0.91904, -4.46291, 2.85831], [-1.28884, -3.47643, 2.87021], [0.59515, 2.75250, 1.04892], [3.08841, -5.55385, 2.93708], [-1.21821, -3.23784, 1.45999], [-2.37257, -2.74451, 0.80093], [-0.24939, -4.04889, 3.55758], [-4.08596, -1.90529, -2.37836], [0.01395, -3.54848, 0.80977], [-1.25432, 1.47193, 0.06778], [-2.09578, -3.23932, -2.93033], [-0.10532, 2.26162, -0.07092], [-1.70360, 1.15386, 1.35994], [-0.99717, 1.69658, 2.47447], [-2.77911, 0.56697, 3.29422], [-2.81622, 0.42887, 1.90557], [3.62252, -4.75348, 2.40560], [-3.18880, -0.56560, 5.05303], [-1.57784, -2.17323, -5.60080], [1.92082, -4.55625, 0.92455], [-4.50385, -1.65784, -0.30292], [-4.06921, 0.96752, 4.95445], [-1.82341, 1.10533, -0.79008], [-1.43531, 1.58398, 4.56088], [-4.54993, -0.39336, 3.91730], [2.85410, -6.37048, 2.23965], [-2.47593, -3.72975, -5.67852], [0.27071, 2.50363, -1.06650], [-2.21029, -3.22450, 3.39654], [0.63880, 2.85220, 3.24413], [-3.57765, -0.06858, 1.32094], [-3.18951, -2.41233, 1.44804], [-0.28695, -4.21689, 4.63416], [0.15831, -3.27667, -0.23366], [3.69436, -5.92751, 3.76410], [-1.41431, -3.65878, -3.67821], [-1.16529, -4.21726, -1.28607], [-4.94873, -1.34064, -2.73205], [-3.06003, -2.30594, -6.60698], [1.49858, 3.34442, 0.90354]], "forces_ev_per_a": [[0.35, -0.41, 1.24], [-0.88, 0.55, -0.86], [0.67, 0.33, 0.23], [-0.12, 0.05, 0.14], [-0.38, -0.32, 0.32], [0.04, 0.07, 0.26], [-0.41, -0.25, -0.15], [0.18, 0.47, -0.10], [0.26, 0.32, -0.58], [0.32, 0.05, -0.51], [0.16, -0.05, -0.03], [0.46, -0.30, 0.10], [0.04, 0.05, -0.18], [-0.34, -0.24, 0.55], [-0.16, 0.07, 0.07], [0.22, 0.18, 0.20], [0.20, -0.90, -0.28], [0.43, -0.20, -0.06], [0.14, -0.06, -0.44], [-0.09, -0.39, 0.06], [0.32, 0.09, 0.17], [-0.27, 0.04, -0.07], [-0.31, -0.31, 0.00], [0.49, 0.48, 0.51], [-0.50, -0.25, -0.29], [0.14, 0.12, -1.63], [-0.13, 0.02, 0.89], [-0.20, -0.14, 0.24], [-0.14, 0.09, -0.10], [-0.31, -0.06, 0.05], [-0.39, 0.36, 0.21], [0.24, 0.07, -0.19], [0.08, -0.20, -0.21], [0.33, 0.18, 0.10], [-0.10, -0.10, -0.40], [0.05, 0.04, 0.16], [-0.03, 0.22, 0.24], [-0.14, 0.31, 0.04], [-0.18, -0.07, 0.27], [0.25, 0.01, -0.10], [0.01, 0.04, -0.34], [-0.08, 0.09, 0.22], [0.32, 0.08, -0.17], [-0.05, 0.01, -0.33], [0.03, 0.01, 0.37], [-0.04, 0.05, -0.27], [-0.44, -0.06, 0.44], [-0.17, 0.33, -0.09], [0.21, -0.20, 0.14], [0.22, -0.13, 0.13], [-0.28, -0.12, 0.04]]}

***

- Which formula does entry 2 have?
  C24H24N4O5S